Below is C22H37ClNdO4Si as an isolated structure in a non-equilibrium geometry, with properties calculated with wB97M-V/def2-TZVPD.

- total charge = -1
- energy (eV) = -67292.1189
- strongest force on any atom (eV Å⁻¹) = 3.0
- E_LUMO (alpha / beta) (eV) = 2.614 / 2.614
- <S²> = 3.75
- spin multiplicity = 4

Geometry as XYZ:
```
66
Properties=species:S:1:pos:R:3:forces:R:3
Nd 0.258 2.562 -1.678 -1.57 -1.19 2.30
Cl -0.669 1.132 -3.595 -0.48 -0.56 -0.80
Si 0.214 -0.699 0.138 -0.21 0.29 0.08
O -0.589 -1.760 -0.839 0.47 -0.60 -0.33
O -0.851 -0.459 1.409 -0.40 -0.37 0.09
O 1.519 -1.532 0.750 0.38 0.10 0.65
O 0.656 0.688 -0.529 0.20 -0.93 0.33
C -2.156 3.893 -0.922 0.44 0.24 0.46
C 1.557 -1.592 3.182 0.00 0.10 0.32
C -1.607 -2.729 1.871 -0.25 -0.50 0.20
C 3.601 -2.031 1.800 0.15 -0.01 0.01
C 0.251 4.995 -2.666 0.86 0.28 -0.50
C -2.303 -0.781 3.297 -0.03 0.03 0.15
C -2.227 2.560 -0.430 0.38 0.01 0.63
C 2.321 -1.211 1.921 -0.50 -0.05 -0.88
C 1.754 3.548 -3.642 0.51 0.75 0.25
C -3.174 -1.011 0.962 -0.18 -0.05 -0.09
C -0.171 -2.934 -1.598 -0.19 0.89 0.40
C -1.243 4.620 -0.097 -0.24 -0.72 -0.03
C -0.694 3.720 0.864 -0.71 -0.07 -0.62
C 2.640 0.281 1.922 0.19 0.13 0.19
C 0.727 -2.481 -2.742 -0.04 0.01 -0.13
C 0.575 -3.915 -0.701 0.18 -0.44 0.00
C -1.984 -1.258 1.881 0.82 0.64 -0.38
C 1.386 4.907 -1.800 0.45 0.14 -1.16
C 0.464 4.135 -3.775 0.66 0.97 -0.10
C -1.461 -3.553 -2.126 -0.14 -0.03 -0.16
C -1.329 2.460 0.674 -0.58 0.34 0.14
C 2.335 4.013 -2.410 -0.70 0.84 -0.90
H -2.360 -3.312 2.423 0.10 0.12 -0.09
H 1.511 -3.478 -0.335 -0.34 -0.11 -0.05
H -1.588 -3.094 0.840 0.09 0.09 0.35
H -0.231 3.994 -4.603 0.30 -0.10 0.36
H 2.166 -1.352 4.064 -0.04 -0.05 -0.09
H 0.629 -1.009 3.247 0.24 -0.30 -0.06
H -2.707 4.291 -1.773 0.10 -0.08 0.25
H -0.634 -2.897 2.351 -0.29 0.08 -0.24
H 0.974 -3.344 -3.373 0.02 0.17 0.03
H -3.455 0.049 0.956 0.08 -0.19 0.04
H 4.260 -1.818 2.648 -0.04 -0.01 -0.06
H -1.047 5.689 -0.144 0.15 -0.28 -0.21
H 1.531 5.460 -0.881 -0.06 -0.16 -0.08
H -0.042 -4.220 0.155 0.23 0.09 -0.20
H -0.628 5.622 -2.531 0.31 -0.34 0.10
H 1.341 -2.670 3.209 0.00 0.30 -0.08
H 1.729 0.880 2.049 0.19 -0.14 -0.14
H 3.392 -3.107 1.802 -0.09 0.16 -0.05
H -4.034 -1.609 1.300 0.14 0.16 -0.07
H 0.226 -1.712 -3.342 0.10 -0.15 0.13
H 0.821 -4.819 -1.276 -0.09 0.15 0.05
H 3.360 3.841 -2.088 -0.34 -0.14 0.08
H -1.998 -2.846 -2.773 0.17 -0.09 0.21
H -2.130 -3.850 -1.307 0.18 0.11 -0.10
H -1.230 -4.447 -2.714 -0.02 0.06 0.04
H 3.133 0.565 0.983 -0.20 -0.04 0.25
H 4.137 -1.781 0.878 -0.14 -0.02 0.11
H -2.918 -1.315 -0.058 -0.04 0.09 0.14
H -3.181 -1.318 3.680 0.12 0.09 -0.09
H 0.035 3.960 1.640 -0.26 -0.04 -0.22
H -2.867 1.758 -0.808 0.31 0.32 0.08
H 3.311 0.502 2.764 -0.07 0.02 -0.15
H 2.268 2.958 -4.405 -0.37 -0.04 0.49
H -1.474 -0.974 3.988 -0.05 0.02 -0.17
H -2.525 0.293 3.319 0.09 -0.19 -0.12
H -1.228 1.603 1.335 0.16 0.26 -0.50
H 1.657 -2.059 -2.343 -0.12 -0.04 -0.06
```
Positions in Å, forces in eV/Å.

Atom charges from the natural (NBO) analysis, given in e for atoms 1 to 2:
1 Nd 1.534
2 Cl -0.598